# 1
{"formula": "C21H33F6N4O7", "method": "wB97M-V/def2-TZVPD", "spin_multiplicity": 1, "gap_ha": 0.328, "e_homo_ev": -12.887, "charge": 1, "e_lumo_ev": -4.0, "elements": ["C", "C", "C", "C", "C", "C", "C", "C", "N", "C", "N", "C", "C", "C", "O", "O", "N", "N", "C", "O", "H", "H", "H", "H", "H", "H", "H", "H", "H", "H", "H", "H", "H", "H", "H", "H", "H", "H", "H", "H", "H", "H", "H", "C", "C", "O", "C", "O", "C", "F", "F", "F", "H", "H", "H", "H", "H", "C", "C", "O", "C", "O", "C", "F", "F", "F", "H", "H", "H", "H", "H"], "xyz": [[6.220, -2.880, 2.902], [4.858, -3.255, 2.092], [4.671, -2.329, 0.749], [3.464, -1.248, 0.897], [2.113, -1.763, 0.137], [0.972, -2.238, 1.175], [0.151, -1.042, 1.877], [-1.183, -0.463, 1.153], [-2.160, -1.571, 1.392], [-1.741, -2.441, 2.495], [-2.347, -3.567, 2.890], [-3.601, -4.150, 2.316], [-3.583, -4.374, 0.720], [-2.566, -5.526, 0.232], [-2.981, -6.721, 0.259], [-1.209, -5.199, -0.184], [-0.524, -1.769, 3.026], [-0.646, -1.064, 4.231], [-0.302, -1.944, 5.186], [0.183, -2.803, 5.974], [5.991, -2.394, 3.926], [6.894, -2.206, 2.259], [6.804, -3.847, 3.105], [4.940, -4.365, 1.764], [3.919, -3.173, 2.774], [4.544, -3.050, -0.137], [5.652, -1.739, 0.557], [3.253, -1.040, 2.025], [3.765, -0.241, 0.415], [1.704, -1.019, -0.637], [2.440, -2.717, -0.449], [1.520, -2.804, 2.037], [0.293, -3.036, 0.678], [0.698, -0.100, 2.234], [-1.583, 0.412, 1.798], [-1.099, -0.108, 0.049], [-3.166, -1.375, 1.277], [-1.900, -4.068, 3.692], [-4.551, -3.568, 2.650], [-3.708, -5.210, 2.790], [-4.650, -4.749, 0.435], [-3.408, -3.427, 0.095], [-1.225, -4.763, -1.070], [-4.793, 3.727, -3.194], [-3.446, 3.797, -2.500], [-2.928, 2.477, -2.268], [-2.300, 1.890, -3.320], [-2.168, 2.404, -4.403], [-1.757, 0.519, -2.921], [-2.650, -0.211, -2.207], [-0.647, 0.620, -2.147], [-1.414, -0.239, -3.979], [-5.485, 3.098, -2.627], [-5.225, 4.724, -3.300], [-4.701, 3.282, -4.188], [-3.564, 4.269, -1.521], [-2.732, 4.404, -3.065], [1.252, 3.772, -2.881], [0.219, 4.700, -2.273], [0.856, 5.733, -1.508], [1.321, 6.793, -2.214], [1.232, 6.901, -3.412], [1.927, 7.835, -1.276], [2.725, 7.284, -0.331], [0.974, 8.529, -0.611], [2.680, 8.746, -1.924], [1.913, 3.373, -2.106], [0.767, 2.939, -3.396], [1.884, 4.301, -3.597], [-0.415, 4.139, -1.580], [-0.439, 5.128, -3.036]], "lowdin_charge": [-0.1285, -0.2440, -0.2048, -0.1984, -0.1856, -0.1429, -0.1899, -0.0854, 0.0749, -0.1330, 0.1192, -0.1215, -0.0821, -0.3490, 0.0829, 0.0094, -0.1497, 0.0989, -0.0625, 0.1382, 0.0760, 0.0695, 0.0713, 0.1026, 0.0911, 0.1019, 0.1045, 0.1111, 0.1076, 0.1054, 0.1127, 0.1247, 0.1103, 0.1707, 0.1400, 0.1256, 0.1496, 0.1861, 0.1514, 0.1591, 0.1494, 0.1069, 0.1246, -0.0540, -0.2113, 0.0042, -0.3640, 0.1766, -0.4973, 0.1338, 0.1264, 0.1673, 0.0850, 0.0898, 0.0816, 0.1297, 0.1133, -0.0486, -0.2131, 0.0207, -0.3540, 0.1714, -0.5020, 0.1499, 0.1540, 0.1608, 0.0859, 0.0709, 0.0852, 0.1189, 0.1204]}

***

# 2
{"formula": "C21H33FeN4PS", "method": "wB97M-V/def2-TZVPD", "spin_multiplicity": 2, "gap_ha": [0.263, 0.279], "e_homo_ev": [-10.368, -10.587], "charge": 1, "e_above_lowest_ev": 0.659, "e_lumo_ev": [-3.2, -3.0], "elements": ["Fe", "C", "C", "C", "C", "C", "C", "C", "C", "C", "C", "H", "H", "H", "H", "H", "H", "H", "H", "H", "H", "H", "H", "H", "H", "H", "C", "C", "N", "N", "C", "N", "S", "C", "C", "C", "C", "C", "N", "H", "H", "H", "H", "H", "H", "H", "H", "H", "C", "P", "C", "C", "H", "H", "H", "H", "H", "H", "H", "H", "H"], "xyz": [[-0.061, 0.094, 0.380], [-2.190, 0.832, 1.099], [-1.897, 1.508, -0.080], [-0.810, 2.388, 0.179], [-0.345, 2.153, 1.484], [-1.189, 1.168, 2.060], [-1.272, 0.757, 3.497], [0.702, 2.949, 2.207], [-0.503, 3.561, -0.703], [-2.713, 1.510, -1.336], [-3.452, 0.086, 1.386], [-2.245, 1.053, 3.897], [-0.513, 1.240, 4.108], [-1.196, -0.322, 3.631], [1.504, 3.283, 1.552], [1.156, 2.384, 3.021], [0.264, 3.847, 2.651], [-0.330, 3.275, -1.742], [0.341, 4.153, -0.357], [-1.369, 4.229, -0.698], [-2.089, 1.669, -2.216], [-3.459, 2.309, -1.317], [-3.243, 0.569, -1.472], [-3.301, -0.778, 2.027], [-3.936, -0.253, 0.471], [-4.147, 0.758, 1.901], [1.716, -2.341, -2.936], [1.257, -1.272, -1.998], [0.326, -1.404, -1.122], [-0.253, -2.654, -1.093], [-0.888, -2.863, 0.022], [-1.476, -4.062, 0.213], [-1.016, -1.714, 1.305], [1.937, 0.033, -2.003], [2.988, 0.315, -2.868], [3.591, 1.559, -2.811], [3.130, 2.474, -1.882], [2.085, 2.103, -1.055], [1.481, 0.917, -1.106], [1.077, -3.212, -2.866], [2.741, -2.635, -2.696], [1.711, -1.975, -3.964], [-1.461, -4.733, -0.535], [-2.046, -4.231, 1.020], [3.325, -0.431, -3.573], [4.410, 1.803, -3.475], [3.572, 3.456, -1.785], [1.734, 2.775, -0.295], [2.441, -2.073, 1.084], [1.778, -0.461, 1.599], [3.263, 0.580, 1.483], [1.592, -0.720, 3.381], [3.298, -2.335, 1.706], [2.760, -2.039, 0.043], [1.670, -2.835, 1.187], [4.040, 0.157, 2.121], [3.068, 1.603, 1.799], [3.624, 0.598, 0.455], [2.540, -1.078, 3.783], [0.821, -1.470, 3.554], [1.316, 0.195, 3.897]], "lowdin_spin": [1.1395, -0.0041, -0.0291, 0.0274, -0.0094, -0.0399, -0.0050, -0.0007, 0.0053, -0.0048, 0.0022, -0.0019, 0.0001, -0.0012, -0.0001, -0.0001, -0.0004, 0.0009, -0.0001, 0.0020, -0.0006, -0.0021, -0.0003, 0.0005, 0.0000, 0.0005, -0.0002, -0.0013, 0.0032, -0.0026, -0.0071, -0.0038, -0.0620, 0.0017, 0.0008, -0.0015, 0.0011, 0.0027, 0.0419, 0.0001, -0.0002, 0.0000, -0.0004, -0.0007, 0.0002, -0.0001, 0.0003, 0.0002, -0.0040, -0.0344, -0.0051, -0.0045, -0.0008, 0.0000, -0.0001, -0.0011, -0.0001, -0.0001, -0.0011, 0.0000, 0.0000]}

***

# 3
{"formula": "C21H33N2P2SbSe4W", "method": "wB97M-V/def2-TZVPD", "spin_multiplicity": 1, "gap_ha": [0.199, 0.198], "e_homo_ev": [-6.855, -6.851], "charge": 0, "e_above_lowest_ev": 0.365, "e_lumo_ev": [-1.5, -1.5], "elements": ["W", "C", "C", "C", "C", "C", "C", "C", "C", "C", "C", "N", "C", "C", "C", "C", "C", "N", "H", "H", "H", "H", "H", "H", "H", "H", "H", "H", "H", "H", "H", "H", "H", "H", "H", "C", "P", "C", "C", "C", "P", "C", "C", "H", "H", "H", "H", "H", "H", "H", "H", "H", "H", "H", "H", "H", "H", "H", "H", "Se", "Sb", "Se", "Se", "Se"], "xyz": [[0.129, 0.405, -0.056], [2.832, -2.965, 2.370], [2.490, -1.487, 2.202], [1.847, -0.849, 3.413], [2.379, -1.139, 4.671], [1.853, -0.614, 5.834], [0.747, 0.218, 5.765], [0.194, 0.560, 4.540], [-1.060, 1.406, 4.519], [-2.290, 0.620, 4.064], [0.772, 0.044, 3.363], [0.151, 0.518, 2.153], [0.440, 1.756, 1.810], [-0.414, 2.375, 0.815], [0.011, 3.209, -0.258], [-0.953, 3.083, -1.263], [-1.851, 2.104, -0.817], [-1.571, 1.692, 0.447], [3.208, -3.365, 1.428], [1.967, -3.556, 2.685], [3.614, -3.123, 3.111], [1.846, -1.352, 1.337], [3.406, -0.945, 1.946], [3.242, -1.788, 4.730], [2.298, -0.855, 6.790], [0.305, 0.615, 6.670], [-0.946, 2.290, 3.887], [-1.223, 1.785, 5.529], [-2.159, 0.260, 3.042], [-3.183, 1.246, 4.086], [-2.457, -0.240, 4.714], [1.318, 2.292, 2.168], [0.891, 3.833, -0.252], [-0.949, 3.573, -2.222], [-2.741, 1.744, -1.313], [-1.425, -0.480, -3.443], [0.155, -0.375, -2.527], [1.269, 0.315, -3.772], [0.623, -2.132, -2.315], [-0.307, -2.868, -1.333], [-0.924, -1.814, 0.054], [-2.739, -1.734, -0.129], [-0.741, -2.775, 1.577], [-1.298, -1.064, -4.357], [-1.753, 0.524, -3.717], [-2.204, -0.940, -2.838], [1.107, -0.186, -4.728], [2.314, 0.196, -3.479], [1.064, 1.380, -3.880], [1.643, -2.115, -1.927], [0.643, -2.640, -3.281], [0.229, -3.707, -0.886], [-1.176, -3.285, -1.845], [-3.147, -2.691, -0.455], [-3.027, -0.950, -0.825], [-3.165, -1.483, 0.844], [-1.335, -3.690, 1.541], [-1.074, -2.155, 2.411], [0.307, -3.025, 1.730], [5.317, 0.420, -3.733], [5.622, 0.586, -1.390], [2.408, 0.512, -0.637], [5.625, -1.416, -0.108], [5.732, 2.695, -0.316]], "lowdin_charge": [0.8234, -0.1025, -0.2627, -0.1438, -0.0305, -0.0663, -0.0411, -0.1738, -0.1938, -0.0880, -0.1648, -0.0586, -0.2049, -0.4224, -0.0315, -0.0783, -0.2040, -0.0603, 0.0669, 0.0648, 0.0697, -0.0056, 0.0673, 0.1108, 0.1063, 0.1113, 0.1016, 0.1077, 0.0421, 0.0734, 0.0787, 0.1606, 0.1281, 0.1074, 0.1073, -0.2428, 0.6555, -0.2735, -0.3956, -0.3543, 0.7560, -0.2382, -0.2231, 0.0538, 0.0462, 0.0188, 0.0594, -0.0421, 0.0569, 0.0687, 0.0964, 0.0899, 0.0827, 0.0556, 0.0190, 0.0504, 0.0630, 0.0481, 0.0178, -0.1600, -0.2611, 0.2919, -0.1520, -0.1817]}

***

Max |F| / eV Å⁻¹: 8.93; 1.93; 2.83